This record from the OMol25 dataset describes a molecular structure, C38H49Br4N2O2PPd at a distorted geometry. The level of theory is ωB97M-V/def2-TZVPD.

Electronic energy = -340199.792 eV
Highest occupied orbital energy = -13.7 eV
Gap between HOMO and LUMO = 5.327 eV

Structure (ORCA input):
```
! wB97M-V def2-TZVPD RIJCOSX def2/J DEFGRID3
* xyz 2 1
Pd 0.17 -0.50 -0.38
Br 6.69 -2.54 -1.43
C 5.05 -1.73 -1.66
C 3.50 -3.66 -2.41
Br 4.36 -5.03 -3.44
C 2.01 -3.46 -2.65
Br 0.87 -4.74 -3.11
C 1.64 -2.20 -1.99
O 0.46 -1.63 -2.18
C 3.20 -0.38 -1.36
O 2.42 0.40 -0.84
C 4.57 -0.71 -0.93
Br 5.41 0.15 0.48
C 2.41 5.49 0.79
C 3.03 4.10 0.55
C 4.14 3.84 1.56
C 1.93 3.08 0.54
C 1.79 2.12 1.52
C 0.68 1.29 1.59
C 0.54 0.39 2.80
C 0.45 1.20 4.09
C 1.70 -0.61 2.86
C -0.37 1.41 0.61
C -0.15 2.34 -0.48
C 0.97 3.12 -0.49
C -1.14 2.49 -1.60
C -1.64 3.94 -1.73
C -0.53 2.00 -2.92
C -1.78 1.26 1.16
C -2.22 2.33 1.93
C -3.45 2.30 2.58
C -4.23 1.16 2.50
C -3.82 0.09 1.72
C -2.60 0.14 1.03
P -2.10 -1.16 -0.15
C -3.40 -1.22 -1.51
C -3.22 -0.01 -2.42
C -3.15 -2.49 -2.35
C -4.82 -1.20 -0.97
C -1.98 -2.80 0.78
C -1.25 -3.82 -0.10
C -3.32 -3.37 1.24
C -1.10 -2.54 2.01
H 3.19 6.25 0.74
H 1.96 5.54 1.78
H 1.65 5.74 0.04
H 3.47 4.11 -0.46
H 3.77 3.96 2.59
H 4.94 4.57 1.42
H 4.56 2.84 1.46
H 2.53 2.04 2.30
H -0.39 -0.17 2.70
H 1.34 1.82 4.25
H 0.35 0.53 4.95
H -0.43 1.85 4.09
H 2.64 -0.11 3.12
H 1.85 -1.10 1.90
H 1.50 -1.37 3.62
H 1.11 3.82 -1.30
H -1.99 1.87 -1.35
H -0.88 4.59 -2.17
H -1.93 4.35 -0.76
H -2.52 3.97 -2.38
H 0.37 2.58 -3.16
H -1.24 2.14 -3.74
H -0.26 0.95 -2.87
H -1.59 3.21 2.02
H -3.78 3.15 3.16
H -5.18 1.10 3.03
H -4.44 -0.79 1.66
H -2.21 0.05 -2.83
H -3.47 0.91 -1.91
H -3.91 -0.11 -3.26
H -2.10 -2.59 -2.62
H -3.73 -2.41 -3.27
H -3.48 -3.39 -1.83
H -5.07 -0.24 -0.52
H -5.04 -2.00 -0.26
H -5.49 -1.34 -1.82
H -1.86 -4.20 -0.92
H -0.97 -4.68 0.52
H -0.34 -3.39 -0.52
H -3.98 -3.63 0.41
H -3.85 -2.70 1.92
H -3.12 -4.30 1.79
H -0.12 -2.16 1.71
H -0.95 -3.48 2.54
H -1.57 -1.84 2.70
N 3.54 -4.03 -1.00
C 4.06 -2.23 -2.68
C 2.85 -1.30 -2.49
N 1.85 -2.50 -0.53
C 2.71 -3.36 -0.15
H 4.15 -4.78 -0.69
H 4.46 -2.18 -3.69
H 2.51 -0.78 -3.38
H 2.80 -3.59 0.90
*
```

---

This record from the OMol25 dataset describes a molecular structure, C12H4Br2Cl4CoN2O8 at a distorted geometry. The level of theory is ωB97M-V/def2-TZVPD.

Electronic energy = -259667.249 eV
Highest occupied orbital energy = -6.0 eV
Gap between HOMO and LUMO = 7.527 eV

Structure (ORCA input):
```
! wB97M-V def2-TZVPD RIJCOSX def2/J DEFGRID3
* xyz -1 1
Co -0.55 0.78 -0.16
O 1.94 2.38 2.30
Cl 0.91 2.61 1.33
O 0.73 3.99 1.06
O -0.35 1.98 1.78
O 1.23 1.87 0.08
Br 1.65 -1.40 -4.03
C 1.70 -1.83 -2.19
C 2.45 -2.93 -1.75
C 2.50 -3.27 -0.43
Br 3.52 -4.79 0.10
C 1.81 -2.51 0.54
C 1.76 -2.75 1.93
C 1.03 -1.91 2.74
C 0.34 -0.82 2.18
N 0.39 -0.58 0.89
C 1.09 -1.41 0.07
C 0.99 -1.04 -1.30
O 0.26 -0.01 -1.61
H 2.99 -3.52 -2.48
H 2.29 -3.59 2.35
H 0.98 -2.08 3.80
H -0.23 -0.13 2.78
Cl -2.93 3.94 0.78
C -3.32 3.55 -0.89
Cl -3.84 5.02 -1.73
Cl -4.66 2.36 -0.91
C -2.14 2.86 -1.67
O -2.11 2.99 -2.86
O -1.31 2.28 -0.90
O -4.02 -1.16 -1.06
C -3.04 -0.65 -0.62
N -2.07 -0.21 -0.12
*
```

---

This record from the OMol25 dataset describes a molecular structure, C25H32N11O2SSc. The level of theory is ωB97M-V/def2-TZVPD.

Electronic energy = -78455.412 eV
Highest occupied orbital energy = -13.0 eV
Gap between HOMO and LUMO = 7.026 eV

Structure (ORCA input):
```
! wB97M-V def2-TZVPD RIJCOSX def2/J DEFGRID3
* xyz 2 1
Sc 0.11 -0.06 -0.25
C -0.70 3.70 3.25
C 0.60 4.08 2.93
C 1.50 3.10 2.55
C 1.07 1.77 2.50
N -0.19 1.41 2.76
C -1.04 2.36 3.15
C 2.04 0.68 2.23
C 3.31 0.71 2.77
C 4.17 -0.36 2.53
C 3.70 -1.45 1.82
C 2.40 -1.43 1.33
N 1.60 -0.36 1.49
C 1.79 -2.58 0.63
C 2.30 -3.87 0.73
C 1.65 -4.91 0.08
C 0.51 -4.63 -0.66
C 0.06 -3.32 -0.71
N 0.68 -2.32 -0.08
H -1.43 4.42 3.57
H 0.90 5.11 2.97
H 2.52 3.35 2.29
H -2.05 2.04 3.39
H 3.63 1.54 3.38
H 5.17 -0.35 2.92
H 4.34 -2.30 1.63
H 3.18 -4.07 1.33
H 2.03 -5.92 0.15
H -0.03 -5.40 -1.19
H -0.81 -3.06 -1.29
S 1.51 2.00 -0.90
C 1.90 0.89 -2.21
C 2.46 1.28 -3.43
C 2.69 0.31 -4.37
C 2.34 -1.02 -4.11
C 1.76 -1.32 -2.90
N 1.55 -0.37 -1.96
H 2.71 2.32 -3.60
H 3.14 0.57 -5.32
H 2.52 -1.80 -4.84
H 1.46 -2.32 -2.65
N -1.10 -1.53 2.46
N -2.46 -1.70 2.17
C -2.91 -1.53 0.92
N -4.15 -1.87 0.61
N -2.01 -0.96 0.09
N -2.28 -0.87 -1.23
O -1.24 -0.49 -1.84
O -3.31 -1.10 -1.77
H -0.79 -2.30 3.04
H -0.92 -0.62 2.89
H -3.11 -1.99 2.89
H -4.72 -2.36 1.28
H -4.52 -1.68 -0.31
C -3.82 3.53 -0.35
C -2.62 3.52 -1.28
C -1.62 4.61 -0.89
C -3.07 3.73 -2.72
N -2.01 2.17 -1.27
N -1.40 1.80 -0.02
H -4.34 4.48 -0.41
H -3.52 3.40 0.70
H -4.52 2.74 -0.61
H -2.05 5.59 -1.06
H -0.71 4.54 -1.49
H -1.35 4.57 0.17
H -3.59 4.68 -2.82
H -3.74 2.93 -3.04
H -2.22 3.75 -3.41
H -1.26 2.14 -1.96
H -2.16 1.64 0.63
H -0.84 2.56 0.36
*
```

---

Q: What is the highest occupied orbital energy in the third record?
A: -13.0 eV

---

Please write out number 1 again, unchanged.
This record from the OMol25 dataset describes a molecular structure, C38H49Br4N2O2PPd at a distorted geometry. The level of theory is ωB97M-V/def2-TZVPD.

Electronic energy = -340199.792 eV
Highest occupied orbital energy = -13.7 eV
Gap between HOMO and LUMO = 5.327 eV

Structure (ORCA input):
```
! wB97M-V def2-TZVPD RIJCOSX def2/J DEFGRID3
* xyz 2 1
Pd 0.17 -0.50 -0.38
Br 6.69 -2.54 -1.43
C 5.05 -1.73 -1.66
C 3.50 -3.66 -2.41
Br 4.36 -5.03 -3.44
C 2.01 -3.46 -2.65
Br 0.87 -4.74 -3.11
C 1.64 -2.20 -1.99
O 0.46 -1.63 -2.18
C 3.20 -0.38 -1.36
O 2.42 0.40 -0.84
C 4.57 -0.71 -0.93
Br 5.41 0.15 0.48
C 2.41 5.49 0.79
C 3.03 4.10 0.55
C 4.14 3.84 1.56
C 1.93 3.08 0.54
C 1.79 2.12 1.52
C 0.68 1.29 1.59
C 0.54 0.39 2.80
C 0.45 1.20 4.09
C 1.70 -0.61 2.86
C -0.37 1.41 0.61
C -0.15 2.34 -0.48
C 0.97 3.12 -0.49
C -1.14 2.49 -1.60
C -1.64 3.94 -1.73
C -0.53 2.00 -2.92
C -1.78 1.26 1.16
C -2.22 2.33 1.93
C -3.45 2.30 2.58
C -4.23 1.16 2.50
C -3.82 0.09 1.72
C -2.60 0.14 1.03
P -2.10 -1.16 -0.15
C -3.40 -1.22 -1.51
C -3.22 -0.01 -2.42
C -3.15 -2.49 -2.35
C -4.82 -1.20 -0.97
C -1.98 -2.80 0.78
C -1.25 -3.82 -0.10
C -3.32 -3.37 1.24
C -1.10 -2.54 2.01
H 3.19 6.25 0.74
H 1.96 5.54 1.78
H 1.65 5.74 0.04
H 3.47 4.11 -0.46
H 3.77 3.96 2.59
H 4.94 4.57 1.42
H 4.56 2.84 1.46
H 2.53 2.04 2.30
H -0.39 -0.17 2.70
H 1.34 1.82 4.25
H 0.35 0.53 4.95
H -0.43 1.85 4.09
H 2.64 -0.11 3.12
H 1.85 -1.10 1.90
H 1.50 -1.37 3.62
H 1.11 3.82 -1.30
H -1.99 1.87 -1.35
H -0.88 4.59 -2.17
H -1.93 4.35 -0.76
H -2.52 3.97 -2.38
H 0.37 2.58 -3.16
H -1.24 2.14 -3.74
H -0.26 0.95 -2.87
H -1.59 3.21 2.02
H -3.78 3.15 3.16
H -5.18 1.10 3.03
H -4.44 -0.79 1.66
H -2.21 0.05 -2.83
H -3.47 0.91 -1.91
H -3.91 -0.11 -3.26
H -2.10 -2.59 -2.62
H -3.73 -2.41 -3.27
H -3.48 -3.39 -1.83
H -5.07 -0.24 -0.52
H -5.04 -2.00 -0.26
H -5.49 -1.34 -1.82
H -1.86 -4.20 -0.92
H -0.97 -4.68 0.52
H -0.34 -3.39 -0.52
H -3.98 -3.63 0.41
H -3.85 -2.70 1.92
H -3.12 -4.30 1.79
H -0.12 -2.16 1.71
H -0.95 -3.48 2.54
H -1.57 -1.84 2.70
N 3.54 -4.03 -1.00
C 4.06 -2.23 -2.68
C 2.85 -1.30 -2.49
N 1.85 -2.50 -0.53
C 2.71 -3.36 -0.15
H 4.15 -4.78 -0.69
H 4.46 -2.18 -3.69
H 2.51 -0.78 -3.38
H 2.80 -3.59 0.90
*
```

---

Please write out number 1 again, unchanged.
This record from the OMol25 dataset describes a molecular structure, C38H49Br4N2O2PPd at a distorted geometry. The level of theory is ωB97M-V/def2-TZVPD.

Electronic energy = -340199.792 eV
Highest occupied orbital energy = -13.7 eV
Gap between HOMO and LUMO = 5.327 eV

Structure (ORCA input):
```
! wB97M-V def2-TZVPD RIJCOSX def2/J DEFGRID3
* xyz 2 1
Pd 0.17 -0.50 -0.38
Br 6.69 -2.54 -1.43
C 5.05 -1.73 -1.66
C 3.50 -3.66 -2.41
Br 4.36 -5.03 -3.44
C 2.01 -3.46 -2.65
Br 0.87 -4.74 -3.11
C 1.64 -2.20 -1.99
O 0.46 -1.63 -2.18
C 3.20 -0.38 -1.36
O 2.42 0.40 -0.84
C 4.57 -0.71 -0.93
Br 5.41 0.15 0.48
C 2.41 5.49 0.79
C 3.03 4.10 0.55
C 4.14 3.84 1.56
C 1.93 3.08 0.54
C 1.79 2.12 1.52
C 0.68 1.29 1.59
C 0.54 0.39 2.80
C 0.45 1.20 4.09
C 1.70 -0.61 2.86
C -0.37 1.41 0.61
C -0.15 2.34 -0.48
C 0.97 3.12 -0.49
C -1.14 2.49 -1.60
C -1.64 3.94 -1.73
C -0.53 2.00 -2.92
C -1.78 1.26 1.16
C -2.22 2.33 1.93
C -3.45 2.30 2.58
C -4.23 1.16 2.50
C -3.82 0.09 1.72
C -2.60 0.14 1.03
P -2.10 -1.16 -0.15
C -3.40 -1.22 -1.51
C -3.22 -0.01 -2.42
C -3.15 -2.49 -2.35
C -4.82 -1.20 -0.97
C -1.98 -2.80 0.78
C -1.25 -3.82 -0.10
C -3.32 -3.37 1.24
C -1.10 -2.54 2.01
H 3.19 6.25 0.74
H 1.96 5.54 1.78
H 1.65 5.74 0.04
H 3.47 4.11 -0.46
H 3.77 3.96 2.59
H 4.94 4.57 1.42
H 4.56 2.84 1.46
H 2.53 2.04 2.30
H -0.39 -0.17 2.70
H 1.34 1.82 4.25
H 0.35 0.53 4.95
H -0.43 1.85 4.09
H 2.64 -0.11 3.12
H 1.85 -1.10 1.90
H 1.50 -1.37 3.62
H 1.11 3.82 -1.30
H -1.99 1.87 -1.35
H -0.88 4.59 -2.17
H -1.93 4.35 -0.76
H -2.52 3.97 -2.38
H 0.37 2.58 -3.16
H -1.24 2.14 -3.74
H -0.26 0.95 -2.87
H -1.59 3.21 2.02
H -3.78 3.15 3.16
H -5.18 1.10 3.03
H -4.44 -0.79 1.66
H -2.21 0.05 -2.83
H -3.47 0.91 -1.91
H -3.91 -0.11 -3.26
H -2.10 -2.59 -2.62
H -3.73 -2.41 -3.27
H -3.48 -3.39 -1.83
H -5.07 -0.24 -0.52
H -5.04 -2.00 -0.26
H -5.49 -1.34 -1.82
H -1.86 -4.20 -0.92
H -0.97 -4.68 0.52
H -0.34 -3.39 -0.52
H -3.98 -3.63 0.41
H -3.85 -2.70 1.92
H -3.12 -4.30 1.79
H -0.12 -2.16 1.71
H -0.95 -3.48 2.54
H -1.57 -1.84 2.70
N 3.54 -4.03 -1.00
C 4.06 -2.23 -2.68
C 2.85 -1.30 -2.49
N 1.85 -2.50 -0.53
C 2.71 -3.36 -0.15
H 4.15 -4.78 -0.69
H 4.46 -2.18 -3.69
H 2.51 -0.78 -3.38
H 2.80 -3.59 0.90
*
```

---

Q: Number 1 is which compound?
A: C38H49Br4N2O2PPd